Model A:
Formula: C2H5OPS
Source: the OMol25 dataset
Level of theory: the ωB97M-V functional and the def2-TZVPD basis

* M: 108.1 g mol⁻¹
* orbital gap: 9.4 eV
* E_HOMO: -8.55 eV
* total charge: 0

XYZ file:
```
10
C2H5OPS, DFT the ωB97M-V functional and the def2-TZVPD basis
C 1.886 0.443 -1.624
C -1.137 0.782 -0.525
O 2.481 -0.486 -1.781
P -0.379 -1.110 1.836
S -0.266 -0.795 -0.248
H -0.575 1.272 -1.334
H -0.877 1.246 0.455
H -2.279 0.820 -0.671
H 0.690 -0.080 2.143
H 0.456 -2.092 1.748
```

Atomic partial charges in e from the Mulliken method, atoms 1 to 4: number 1, C, carries 0.086; number 2, C, carries -0.665; number 3, O, carries -0.133; number 4, P, carries -0.073



Model B:
Formula: C2H5OPS
Source: the OMol25 dataset
Level of theory: the ωB97M-V functional and the def2-TZVPD basis

* M: 108.1 g mol⁻¹
* orbital gap (spin up / spin down): 7.8 / 6.3 eV
* E_HOMO (spin up / spin down): -8.94 / -8.13 eV
* total charge: 0

XYZ file:
```
10
C2H5OPS, DFT the ωB97M-V functional and the def2-TZVPD basis
C 1.330 1.193 0.009
C -0.130 -1.298 0.557
O -1.499 0.969 -0.039
P -0.284 0.350 0.952
S 2.655 -0.008 -0.030
H 0.914 1.696 -0.922
H 1.699 1.824 0.809
H -1.024 -1.758 -0.021
H 0.331 -2.091 1.120
H -1.651 0.274 -0.713
```

Atomic partial charges in e from the Mulliken method, atoms 1 to 4: number 1, C, carries -0.543; number 2, C, carries -0.604; number 3, O, carries -0.484; number 4, P, carries 0.315



Least stable = model B



Model A:
Formula: C3HNO2
Source: the OMol25 dataset
Level of theory: the ωB97M-V functional and the def2-TZVPD basis

* M: 83.0 g mol⁻¹
* structure (SMILES): N#CC(=O)C=O
* orbital gap: 8.5 eV
* E_HOMO: -10.01 eV
* total charge: 0

XYZ file:
```
7
C3HNO2, DFT the ωB97M-V functional and the def2-TZVPD basis
N -2.000 0.991 1.452
C -1.352 0.515 0.613
C -0.483 -0.025 -0.437
O -0.861 -0.321 -1.547
C 0.887 -0.422 0.002
O 1.921 0.298 -0.082
H 1.930 -1.010 0.074
```

Atomic partial charges in e from the Mulliken method, atoms 1 to 4: number 1, N, carries -0.277; number 2, C, carries 0.110; number 3, C, carries 0.504; number 4, O, carries -0.418



Model B:
Formula: C3HNO2
Source: the OMol25 dataset
Level of theory: the ωB97M-V functional and the def2-TZVPD basis

* M: 83.0 g mol⁻¹
* orbital gap (spin up / spin down): 6.0 / 5.6 eV
* E_HOMO (spin up / spin down): -9.18 / -9.06 eV
* total charge: 0

XYZ file:
```
7
C3HNO2, DFT the ωB97M-V functional and the def2-TZVPD basis
C -1.149 0.102 0.025
N -1.005 1.479 -0.223
C 0.382 -0.097 0.170
C 1.371 -0.846 0.057
O 0.329 1.515 -0.084
O -2.108 -0.614 0.031
H 2.180 -1.538 0.023
```

Atomic partial charges in e from the Mulliken method, atoms 1 to 4: number 1, C, carries 0.414; number 2, N, carries -0.091; number 3, C, carries 0.023; number 4, C, carries -0.334



Least stable = model B



Model A:
Formula: C26H72O14
Source: the OMol25 dataset
Level of theory: the ωB97M-V functional and the def2-TZVPD basis

* M: 608.8 g mol⁻¹
* structure (SMILES): CC(C)O.CC(C)O.CC(C)O.CC(C)O.CC(C)O.CC(C)O.OCCO.OCCO.OCCO.OCCO
* orbital gap: 9.2 eV
* E_HOMO: -9.08 eV
* total charge: 0

XYZ file:
```
112
C26H72O14, DFT the ωB97M-V functional and the def2-TZVPD basis
C -0.142 -5.391 -0.975
C -0.342 -4.983 0.519
C 1.055 -4.593 1.081
O -1.135 -3.794 0.344
H -1.051 -5.735 -1.557
H 0.536 -6.192 -0.808
H 0.320 -4.533 -1.574
H -0.904 -5.800 0.957
H 1.026 -4.352 2.085
H 1.539 -3.736 0.467
H 1.574 -5.602 0.952
H -2.028 -4.106 0.401
C 0.111 4.133 0.924
C -1.290 4.442 0.540
C -1.345 5.651 -0.412
O -1.808 3.359 -0.314
H 0.359 4.751 1.661
H 0.917 4.108 0.193
H 0.314 3.129 1.314
H -2.113 4.505 1.257
H -1.380 6.459 0.059
H -2.537 5.702 -0.780
H -0.380 5.847 -1.245
H -1.853 2.552 0.215
C 3.709 -2.441 3.078
C 2.926 -1.681 4.125
C 1.729 -2.492 4.859
O 3.843 -1.523 5.155
H 4.684 -1.926 2.674
H 3.134 -2.619 2.160
H 4.053 -3.352 3.313
H 2.537 -0.678 3.943
H 2.342 -3.494 5.204
H 0.955 -2.836 3.990
H 1.136 -1.910 5.832
H 4.256 -0.642 5.055
C 4.086 2.053 -3.438
C 3.059 1.049 -2.753
C 3.487 -0.415 -2.936
O 2.891 1.358 -1.439
H 4.357 1.791 -4.583
H 5.052 2.103 -3.103
H 3.841 3.057 -3.182
H 1.949 1.295 -3.235
H 3.787 -0.356 -3.911
H 2.480 -0.950 -2.858
H 4.234 -0.757 -2.438
H 2.333 0.902 -1.131
C -4.455 -2.185 -4.404
C -3.225 -2.709 -3.675
C -2.322 -3.332 -4.760
O -2.626 -1.618 -3.039
H -4.290 -1.528 -5.271
H -5.101 -1.397 -3.683
H -5.060 -3.108 -4.564
H -3.504 -3.426 -2.903
H -1.375 -3.825 -4.176
H -1.968 -2.894 -5.549
H -3.134 -3.742 -5.368
H -1.808 -1.854 -2.707
C -3.684 -0.573 0.097
C -4.268 0.363 1.096
C -4.708 -0.458 2.386
O -3.387 1.306 1.605
H -4.387 -1.368 -0.241
H -2.771 -1.316 0.579
H -3.374 0.071 -0.966
H -5.125 0.893 0.782
H -5.090 0.164 3.377
H -4.019 -1.165 2.811
H -5.645 -1.089 1.960
H -4.000 2.201 1.730
O -3.337 0.983 -4.066
C -2.206 1.580 -3.428
C -2.069 2.979 -3.791
O -1.080 3.640 -3.096
H -3.425 0.027 -3.715
H -2.101 1.319 -2.318
H -1.532 0.923 -3.721
H -2.925 3.387 -3.857
H -1.946 3.123 -4.822
H -1.176 3.445 -2.135
O -0.602 -1.540 -1.145
C -0.160 -0.357 -0.589
C 1.169 -0.697 0.251
O 1.461 0.550 0.990
H -0.437 -2.279 -0.505
H -0.263 0.477 -1.361
H -1.088 -0.151 0.221
H 1.907 -1.030 -0.494
H 0.859 -1.478 1.027
H 0.823 0.737 1.632
O 4.814 2.931 -0.536
C 4.898 2.543 0.820
C 5.614 1.155 0.897
O 5.796 0.853 2.305
H 4.149 2.387 -0.886
H 5.330 3.337 1.373
H 3.866 2.264 1.132
H 6.694 1.256 0.358
H 4.917 0.444 0.362
H 6.727 0.658 2.324
O -1.730 2.717 5.420
C -1.134 2.437 4.239
C -0.922 0.867 4.260
O -1.025 0.277 2.938
H -1.508 3.666 5.451
H -1.862 2.796 3.609
H -0.283 2.929 3.994
H -1.420 0.402 4.979
H 0.008 1.151 4.481
H -1.810 0.515 2.624
```

Atomic partial charges in e from the Mulliken method, atoms 1 to 4: number 1, C, carries -1.098; number 2, C, carries -0.048; number 3, C, carries -0.713; number 4, O, carries -0.447



Model B:
Formula: C26H72O14
Source: the OMol25 dataset
Level of theory: the ωB97M-V functional and the def2-TZVPD basis

* M: 608.8 g mol⁻¹
* structure (SMILES): CC(C)O.CC(C)O.CC(C)O.CC(C)O.CC(C)O.CC(C)O.OCCO.OCCO.OCCO.OCCO
* orbital gap: 10.1 eV
* E_HOMO: -9.85 eV
* total charge: 0

XYZ file:
```
112
C26H72O14, DFT the ωB97M-V functional and the def2-TZVPD basis
C -2.007 -0.005 3.602
C -2.898 0.039 2.371
C -4.376 0.020 2.708
O -2.603 1.189 1.604
H -2.340 -0.765 4.315
H -2.055 0.964 4.102
H -0.972 -0.238 3.344
H -2.747 -0.886 1.788
H -4.963 -0.042 1.788
H -4.708 0.929 3.214
H -4.592 -0.854 3.325
H -1.991 1.001 0.869
C 4.010 3.616 0.133
C 3.890 3.691 -1.390
C 2.698 4.503 -1.817
O 5.080 4.329 -1.896
H 4.785 2.875 0.351
H 3.088 3.273 0.602
H 4.323 4.597 0.483
H 3.865 2.674 -1.794
H 1.788 4.004 -1.482
H 2.658 4.546 -2.911
H 2.744 5.542 -1.496
H 5.829 3.761 -1.694
C -0.146 4.137 -4.588
C -1.603 4.217 -4.149
C -1.896 3.335 -2.940
O -1.968 5.576 -3.878
H 0.544 4.333 -3.761
H 0.076 4.806 -5.414
H 0.079 3.094 -4.847
H -2.205 3.889 -4.998
H -2.977 3.213 -2.852
H -1.486 3.739 -2.014
H -1.491 2.329 -3.070
H -1.738 5.759 -2.961
C -2.876 -2.582 -3.096
C -3.317 -1.201 -2.657
C -3.792 -1.200 -1.204
O -2.202 -0.280 -2.688
H -3.669 -3.312 -2.906
H -2.012 -2.906 -2.511
H -2.619 -2.653 -4.155
H -4.112 -0.795 -3.287
H -4.024 -0.179 -0.899
H -2.969 -1.527 -0.560
H -4.642 -1.862 -1.062
H -1.954 -0.159 -3.609
C -2.170 -4.268 1.899
C -3.407 -4.731 2.662
C -4.044 -5.974 2.051
O -3.140 -4.904 4.046
H -1.292 -4.896 2.091
H -1.855 -3.264 2.189
H -2.365 -4.306 0.826
H -4.134 -3.915 2.617
H -5.107 -6.034 2.278
H -3.555 -6.872 2.442
H -3.920 -6.005 0.968
H -2.466 -5.585 4.138
C 0.301 -1.143 0.394
C 0.423 0.292 -0.079
C 1.416 0.453 -1.226
O -0.877 0.752 -0.477
H -0.485 -1.191 1.154
H 1.217 -1.496 0.870
H 0.027 -1.863 -0.382
H 0.713 0.869 0.800
H 0.920 0.491 -2.195
H 2.172 -0.336 -1.223
H 1.984 1.386 -1.141
H -1.179 0.196 -1.214
O 2.182 -3.617 1.704
C 1.993 -4.858 2.325
C 3.157 -5.337 3.192
O 3.533 -4.369 4.176
H 2.314 -2.914 2.352
H 1.067 -4.893 2.926
H 1.878 -5.601 1.532
H 4.022 -5.491 2.549
H 2.891 -6.270 3.696
H 2.726 -4.090 4.623
O 1.775 -2.360 -7.192
C 1.448 -1.723 -5.972
C 2.521 -0.777 -5.520
O 2.672 0.228 -6.517
H 1.767 -1.691 -7.883
H 0.516 -1.146 -6.062
H 1.304 -2.502 -5.225
H 3.447 -1.331 -5.324
H 2.207 -0.332 -4.564
H 3.263 0.901 -6.170
O 0.213 4.901 1.188
C 0.154 3.549 1.711
C -0.355 3.524 3.128
O 0.625 4.061 4.034
H 0.986 5.348 1.543
H -0.547 3.062 1.035
H 1.166 3.142 1.668
H -0.532 2.498 3.454
H -1.303 4.054 3.238
H 0.779 4.972 3.766
O 3.407 -1.232 3.077
C 3.485 0.183 3.191
C 2.199 0.775 3.682
O 1.987 0.393 5.037
H 3.253 -1.567 3.969
H 4.321 0.451 3.846
H 3.700 0.573 2.194
H 1.394 0.340 3.069
H 2.165 1.856 3.523
H 1.537 1.107 5.496
```

Atomic partial charges in e from the Mulliken method, atoms 1 to 4: number 1, C, carries -1.241; number 2, C, carries 1.929; number 3, C, carries -1.720; number 4, O, carries -0.543



Least stable = model A